Entry from OMol25: C11H11ClN2O5 in the gas phase in a non-equilibrium geometry (ωB97M-V/def2-TZVPD).

Each line ends with the Löwdin charge.
Positions of all 30 atoms, in Å:
C: -1.68014 -3.77920 -0.39414  -0.181
O: -2.56757 -2.85839 -0.35004  -0.013
C: -2.06504 -1.58099 -0.00629  -0.393
O: -0.91556 -1.42552 0.03197  0.166
C: -3.05931 -0.38035 0.09517  -0.021
N: -2.42796 0.88867 0.29996  0.085
C: -2.18095 1.66219 -0.65728  -0.506
O: -2.91888 1.85119 -1.65330  0.036
C: -1.25118 2.87727 -0.49881  0.047
O: 0.14207 2.18755 -0.63973  -0.057
C: 0.58232 1.53192 0.66971  -0.398
O: 0.12090 1.31295 1.66398  0.181
C: 1.94963 0.93223 0.35814  -0.024
C: 2.61715 0.36725 1.33756  -0.118
C: 3.74440 -0.20373 1.18744  0.043
C: 4.36600 -0.09112 -0.32063  -0.583
Cl: 6.03532 -0.71314 -0.62140  0.588
N: 3.79279 0.64644 -1.07130  0.015
C: 2.74114 1.22963 -1.01226  0.011
H: -1.00508 -3.59632 -1.39129  0.161
H: -2.21719 -4.55332 -0.63409  0.046
H: -0.98152 -3.96902 0.32217  0.074
H: -3.78595 -0.35529 -0.53322  0.056
H: -3.58970 -0.70174 1.17331  0.200
H: -1.66900 1.08511 1.12560  0.200
H: -1.25241 3.04278 0.48355  0.072
H: -1.18224 3.62875 -1.13963  0.090
H: 2.06855 0.18032 2.40874  0.194
H: 4.39058 -0.70297 1.53153  -0.027
H: 2.19881 1.48684 -1.76542  0.057

Forces on atoms 1 to 6 (eV/Å):
6.1 -0.2 -5.4
-4.5 7.6 2.5
-3.1 -0.5 -2.4
3.5 0.6 0.9
3.0 -2.8 8.4
2.9 -2.8 6.2

Values from the calculation:
LUMO	-0.77	eV
energy above the lowest of the compared OMol25 structures with the same formula, charge and spin	781.46	kJ/mol
spin multiplicity	1
structure (SMILES)	COC(=O)CNC(=O)COC(=O)c1ccc(Cl)nc1

***

Entry from OMol25: a molecular structure, C19H50AsGeN5O5RuSi2 (ωB97M-V/def2-TZVPD).

Each line ends with the Löwdin charge.
Positions of all 84 atoms, in Å:
Ru: -0.07336 0.64008 0.10464  1.235
C: 2.91557 -1.76591 2.73058  -0.046
C: 3.21674 -0.66461 1.72364  -0.676
C: 4.30668 0.25838 2.24891  -0.026
C: 3.60161 -1.27098 0.38438  -0.029
O: 2.03187 0.15759 1.49157  -0.430
Ge: 0.89195 0.60788 2.88729  1.119
O: 0.25370 2.01792 1.69670  -0.485
C: 0.63895 3.42441 1.86715  -0.650
C: 0.81080 3.67674 3.35694  -0.055
C: -0.48938 4.27680 1.31293  -0.010
C: 1.95601 3.65763 1.14997  -0.019
O: -0.49074 -0.42329 1.69051  -0.520
C: -1.88332 -0.64027 2.17092  -0.638
C: -2.56544 0.69000 2.42711  -0.030
C: -2.63395 -1.35682 1.04813  -0.062
C: -1.75301 -1.45097 3.43937  -0.025
H: 3.77939 -2.41773 2.85730  0.107
H: 2.68168 -1.35255 3.71434  0.070
H: 2.07401 -2.37002 2.40131  0.058
H: 5.23184 -0.29646 2.41033  0.103
H: 4.52336 1.06512 1.54530  0.083
H: 4.01697 0.70157 3.20374  0.088
H: 4.41595 -1.98428 0.52434  0.106
H: 2.75736 -1.80914 -0.05511  0.063
H: 3.97681 -0.51794 -0.31062  0.073
H: -0.10412 3.39832 3.88668  0.097
H: 1.65120 3.11719 3.77194  0.068
H: 0.99108 4.73131 3.55464  0.106
H: -1.44673 3.99571 1.74467  0.099
H: -0.30005 5.31601 1.58763  0.106
H: -0.54829 4.23506 0.22587  0.061
H: 2.74844 2.98377 1.48655  0.082
H: 1.83158 3.55793 0.07022  0.058
H: 2.28439 4.68272 1.33444  0.109
H: -2.63370 1.27491 1.50884  0.059
H: -3.57612 0.52193 2.79775  0.111
H: -2.04187 1.26496 3.19975  0.086
H: -2.63439 -0.70116 0.17414  0.011
H: -2.16615 -2.31040 0.77982  0.043
H: -3.66639 -1.54969 1.32554  0.114
H: -1.28088 -0.85162 4.22525  0.075
H: -2.74247 -1.75263 3.77812  0.107
H: -1.16998 -2.35938 3.29108  0.092
N: 2.03286 1.18922 -1.17424  0.019
N: 1.80618 2.17384 -2.13772  0.026
C: 0.58075 2.72401 -2.22258  -0.390
N: 0.37727 3.69785 -3.08879  0.252
N: -0.33420 2.16931 -1.39723  -0.011
N: -1.65431 2.58414 -1.39586  -0.434
O: -2.34421 1.91205 -0.65567  0.023
O: -2.03902 3.52860 -2.04967  0.102
H: 2.62493 1.51763 -0.41321  0.083
H: 2.42967 0.35172 -1.58917  0.090
H: 2.59218 2.59043 -2.61826  0.175
H: 1.11852 4.03421 -3.68212  0.146
H: -0.53827 4.12646 -3.13491  0.117
C: 0.54825 -3.59645 0.65476  -0.206
Si: -0.23127 -3.49708 -1.03203  0.327
C: -1.89409 -4.33991 -1.09812  -0.193
C: 0.93988 -4.04300 -2.37967  -0.205
As: -0.58503 -1.14481 -1.51909  0.907
Si: -2.23602 -0.92328 -3.22402  0.294
C: -3.88024 -1.05544 -2.37297  -0.198
C: -1.96994 0.73257 -4.06173  -0.207
C: -1.85192 -2.31045 -4.41491  -0.208
H: 0.20271 -4.48896 1.17905  0.058
H: 0.31057 -2.73737 1.27973  -0.007
H: 1.63106 -3.66091 0.54487  0.031
H: -1.74362 -5.41305 -0.95752  0.054
H: -2.38500 -4.20485 -2.06399  0.020
H: -2.57463 -4.00917 -0.31074  0.028
H: 1.15939 -5.10574 -2.24721  0.053
H: 1.88947 -3.50826 -2.32452  0.031
H: 0.52684 -3.91870 -3.37729  0.022
H: -4.01771 -0.23463 -1.66512  0.028
H: -4.01117 -1.99464 -1.83561  0.034
H: -4.67051 -0.98176 -3.12404  0.054
H: -2.44977 1.54811 -3.51636  0.016
H: -2.44260 0.69089 -5.04568  0.052
H: -0.91829 0.96100 -4.22993  0.023
H: -1.92906 -3.30185 -3.96956  0.014
H: -0.86740 -2.20307 -4.87187  0.041
H: -2.58983 -2.26679 -5.22160  0.052

Forces on atoms 1 to 6 (eV/Å):
0.5 0.3 0.0
0.0 0.0 0.1
-0.2 0.2 -0.1
0.2 -0.1 0.0
0.2 -0.2 0.1
0.1 -0.1 0.0

Values from the calculation:
LUMO (alpha / beta)	-6.32 / -7.58	eV
energy above the lowest of the compared OMol25 structures with the same formula, charge and spin	8.48	kJ/mol
charge	+2
expectation value of S²	6.02
spin multiplicity	5

***

no.,E (eV)
1,-37315.8165
2,-173879.7265